1.
Here is C32H45Cl5F6N2O7S3SiZn as an isolated structure from the OMol25 dataset. Energies are from wB97M-V/def2-TZVPD.

Geometry as XYZ:
```
102
Properties=species:S:1:pos:R:3:forces:R:3:lowdin_charge:R:1
Zn 0.54472 -0.72119 0.67601 -0.7 0.6 0.4 0.448
Cl 1.70177 2.14137 -0.20253 0.0 -0.4 0.5 0.700
C 1.44504 1.91353 1.53106 -0.2 1.7 -0.1 -0.689
C 0.75906 0.83573 2.02339 0.1 -1.2 -1.1 -0.266
C 0.72601 0.61390 3.38002 0.2 0.3 -0.3 -0.703
Cl 0.03037 -0.87053 3.99039 0.0 0.2 -0.1 0.682
C 1.32141 1.51170 4.24677 0.0 -0.5 0.0 -0.731
Cl 1.47904 1.05264 5.88985 0.1 0.3 0.6 0.655
C 1.85161 2.69800 3.74723 -0.3 0.5 0.3 -0.686
Cl 2.35150 3.88862 4.93052 0.1 -0.1 -0.5 0.618
C 1.86222 2.95781 2.37158 0.3 -0.2 0.5 -0.691
Cl 2.42221 4.50262 1.79548 -0.1 -0.5 0.1 0.645
F 6.60521 2.98853 -5.07644 -0.9 0.3 0.1 0.065
C 5.37526 2.51621 -4.69306 1.7 -0.9 0.7 -0.625
F 4.60468 3.49573 -4.27950 -0.1 0.6 -0.3 0.139
F 5.66399 1.76636 -3.59027 -0.6 0.0 -0.9 0.092
S 4.67896 1.58156 -6.18469 1.4 -0.5 0.3 0.580
O 5.03105 0.19339 -5.87485 -0.6 1.7 -0.7 -0.317
O 5.29880 2.26636 -7.30743 -0.2 -0.9 0.8 -0.326
N 3.17798 1.98289 -6.23189 -2.0 -0.7 1.1 -0.321
S 2.04649 1.48413 -5.16030 -0.2 -0.4 -1.8 0.605
O 0.82784 2.19438 -5.45556 0.5 -0.1 0.1 -0.314
O 2.48453 1.37039 -3.80885 0.3 0.0 0.4 -0.298
C 1.60167 -0.31715 -5.70516 0.9 0.6 1.3 -0.656
F 2.52040 -1.18195 -5.23729 -0.4 0.3 -0.2 0.105
F 1.57434 -0.40075 -7.01588 -0.1 -0.1 -0.8 0.138
F 0.41074 -0.69143 -5.22175 0.1 0.3 0.0 0.123
C -6.01204 -2.29404 -1.24867 0.0 1.4 -0.4 -0.019
C -5.59559 -0.82490 -1.55604 -0.1 -0.2 -0.8 -0.610
C -6.36714 0.17217 -0.70387 0.3 0.5 -0.9 -0.035
C -5.72509 -0.42407 -3.09916 -0.3 0.3 1.4 -0.011
O -4.21324 -0.76159 -1.25179 -0.1 -0.4 -0.6 -0.166
Si -3.26984 -0.35730 0.01135 1.1 1.6 -0.6 -0.125
S -1.49172 -1.46428 -0.08447 -0.4 -0.5 0.0 0.380
O -4.22338 -0.47840 1.33451 0.0 0.4 0.7 -0.171
C -3.99224 -0.15443 2.72303 1.2 0.2 0.1 -0.590
C -5.33513 0.20142 3.34358 0.1 0.3 -0.6 -0.054
C -3.40913 -1.47444 3.35166 0.0 1.9 -0.5 -0.046
C -3.00150 1.09344 2.93095 -1.7 -0.9 -0.4 -0.016
O -2.93642 1.26790 -0.17128 -0.6 -0.7 0.4 -0.172
C -2.52961 2.12795 -1.22872 1.2 0.0 0.5 -0.606
C -1.61223 1.40681 -2.25968 0.0 -0.4 1.9 -0.023
C -3.73547 2.74849 -1.90467 -0.7 -1.0 -1.3 -0.035
C -1.68679 3.20532 -0.47875 -0.8 0.3 -1.5 -0.025
H -7.03912 -2.46973 -1.62230 0.6 -0.3 0.1 0.083
H -5.94701 -2.44988 -0.16925 -0.2 0.0 0.0 0.078
H -5.21368 -2.87313 -1.70331 -0.4 -0.5 -0.3 0.084
H -7.42617 0.09166 -0.95375 -0.1 0.3 -0.1 0.081
H -5.93772 1.19809 -0.92272 -0.8 -1.0 0.6 0.100
H -6.25075 -0.12162 0.32460 0.1 0.3 0.5 0.057
H -6.76093 -0.37535 -3.48238 0.3 -0.5 0.3 0.077
H -5.09210 -1.04346 -3.72055 0.0 -0.3 -0.1 0.076
H -5.37869 0.61159 -3.19067 0.1 -0.3 0.0 0.046
H -6.02472 -0.62456 3.25875 -0.3 -0.4 -0.1 0.071
H -5.77037 1.07216 2.82506 0.2 -0.2 0.2 0.090
H -5.20505 0.42566 4.39417 0.0 0.2 0.3 0.076
H -4.21621 -2.21911 3.18845 0.7 0.1 0.6 0.086
H -3.12358 -1.18365 4.40536 -0.4 -1.0 -0.9 0.086
H -2.51452 -1.71130 2.72961 -0.6 -0.1 0.7 0.035
H -3.44966 2.02343 2.51558 0.4 -0.7 -0.1 0.090
H -2.04706 0.86233 2.47850 0.3 0.2 -0.1 0.044
H -2.89266 1.26801 3.99906 0.2 -0.2 0.2 0.074
H -2.13597 0.56894 -2.68771 -0.3 -0.4 -0.2 0.070
H -0.71853 0.99564 -1.71870 -0.7 0.5 -0.7 0.060
H -1.32943 2.05617 -3.05594 0.4 0.6 -0.5 0.074
H -4.39913 2.01804 -2.45790 0.8 0.5 1.0 0.070
H -3.46963 3.42204 -2.70308 0.6 0.4 -0.2 0.076
H -4.32110 3.31822 -1.22131 -0.6 0.3 0.8 0.070
H -0.80045 2.73040 -0.08661 0.1 0.1 0.2 0.018
H -2.25860 3.72993 0.29360 0.0 -0.4 0.1 0.081
H -1.42340 3.96686 -1.22690 0.4 -0.1 0.2 0.088
C 5.26008 1.17912 3.43845 0.2 0.4 0.8 -0.046
C 4.57066 -0.10732 3.09864 0.0 -0.2 -0.5 -0.249
C 4.64428 -1.21193 3.91568 1.0 0.7 2.8 -0.058
C 3.91458 -2.36659 3.77506 0.1 -0.9 -0.2 -0.291
C 4.02770 -3.47885 4.83120 -1.2 -0.7 -3.0 -0.043
C 3.11063 -2.44292 2.66980 -0.7 -0.6 -2.0 0.001
C 3.07784 -1.39594 1.68389 -0.4 -2.0 0.3 -0.287
C 3.83194 -0.26472 1.93197 -0.1 -1.7 2.0 0.001
N 2.26209 -1.49230 0.52421 0.6 0.3 0.6 -0.112
C 2.50484 -2.48741 -0.51172 -0.5 0.2 -0.6 -0.663
C 2.01015 -1.83288 -1.82666 -0.8 0.0 -1.5 -0.073
C 1.72100 -3.77672 -0.29527 0.4 -1.6 -0.4 -0.074
C 3.97832 -2.82854 -0.71376 0.0 1.8 1.6 -0.041
H 6.28168 1.27548 3.11098 0.7 -0.6 -0.1 0.068
H 5.25111 1.40756 4.51591 0.0 -0.4 -0.2 0.082
H 4.83443 2.05486 2.99835 -0.9 0.4 -0.6 0.056
H 5.16951 -1.13703 4.89804 0.0 0.2 -0.8 0.118
H 4.14159 -4.50389 4.34185 0.4 1.3 0.6 0.096
H 3.06343 -3.55112 5.29073 -0.4 0.1 0.9 0.060
H 4.81216 -3.20285 5.47160 0.9 -0.2 1.2 0.039
H 2.53172 -3.36554 2.43367 0.3 0.8 0.4 0.119
H 3.69049 0.49128 1.28787 -0.1 2.7 -2.4 0.066
H 0.96113 -1.43465 -1.75947 0.7 -0.5 0.2 0.043
H 2.00598 -2.53225 -2.72789 0.0 0.5 1.2 0.094
H 2.59083 -0.95956 -2.17323 0.1 -0.3 0.6 0.077
H 0.70503 -3.64453 0.08190 0.0 0.3 -0.3 0.046
H 2.21543 -4.48341 0.42620 -0.2 0.7 -0.5 0.072
H 1.71618 -4.29970 -1.28699 -0.3 0.1 0.8 0.085
H 4.52110 -1.86783 -0.52402 0.0 -0.8 -0.7 0.104
H 4.15091 -3.26018 -1.66030 0.3 -0.2 -1.3 0.063
H 4.32908 -3.52985 0.01885 0.2 -0.4 0.6 0.061
```
Positions in Å, forces in eV/Å.

Its gap between HOMO and LUMO is 6.77 eV. As for the net charge: -2.

2.
Here is C16H31CrNP2Se as an isolated structure from the OMol25 dataset. Energies are from wB97M-V/def2-TZVPD.

Geometry as XYZ:
```
52
Properties=species:S:1:pos:R:3:forces:R:3:lowdin_charge:R:1
P -0.89389 -2.65476 -1.53333 0.7 -1.2 -1.8 0.712
P -0.67785 0.25850 -1.27249 0.6 1.8 -2.5 0.762
C -0.96482 -1.79350 -3.15664 0.4 -0.2 -0.4 -0.367
C -0.19268 -0.49167 -2.91571 -0.4 0.4 0.1 -0.398
H -1.99607 -1.60462 -3.47271 0.1 0.1 0.1 0.092
H -0.47129 -2.38846 -3.94037 -0.3 0.0 0.2 0.088
H 0.90647 -0.62977 -2.80882 -0.6 -0.1 -0.2 0.086
H -0.35013 0.26281 -3.70079 0.0 -0.3 0.1 0.085
C -2.43089 0.89080 -1.35939 0.0 0.4 -0.7 -0.260
H -2.46345 1.63242 -0.54743 -0.1 -0.3 -0.1 0.053
H -3.27768 0.19244 -1.18793 0.7 0.4 -0.3 0.041
H -2.50850 1.43750 -2.30741 -0.4 -0.2 0.0 0.052
C 0.15574 1.79895 -1.63353 0.3 1.1 -0.1 -0.273
H -0.16114 2.18426 -2.62208 0.1 -0.2 0.5 0.067
H 1.23232 1.61656 -1.65922 -0.1 0.1 0.0 0.038
H -0.05813 2.55281 -0.87483 0.1 0.0 -0.1 0.046
C -2.10905 -3.95915 -1.43200 -0.2 -0.9 0.2 -0.257
H -3.06842 -3.48711 -1.17403 0.2 -0.3 -0.1 0.058
H -1.78618 -4.56296 -0.55652 -0.4 0.3 -0.6 0.047
H -2.21021 -4.59930 -2.30897 0.0 0.0 -0.1 0.053
C 0.72027 -3.43518 -1.73957 0.3 -0.5 0.1 -0.221
H 1.48296 -2.70969 -2.04281 -0.2 -0.1 0.2 0.049
H 0.62508 -4.17492 -2.54182 0.1 0.0 0.1 0.057
H 1.02829 -3.93012 -0.81471 0.0 0.1 -0.1 0.057
Cr -1.56978 -1.27814 -0.00391 -1.9 -0.1 5.2 0.202
C 1.84260 3.38594 2.80258 -0.3 0.3 0.1 -0.095
C 0.70263 2.68201 2.61468 0.2 0.6 1.1 -0.095
C 0.44370 1.37024 1.93115 -1.2 -0.2 -0.6 -0.223
C 1.49427 0.25907 2.06960 -0.2 1.6 1.5 -0.177
C 2.81450 0.65771 1.46466 -0.4 -1.4 0.0 -0.091
C 2.89666 1.49391 0.40640 0.3 -0.1 -0.5 -0.135
C 2.56630 2.93268 0.46282 -1.3 0.5 -0.2 -0.227
C 2.93984 3.61745 1.78982 0.3 -0.3 -0.1 -0.191
C -1.64093 -2.73669 1.49149 -0.2 -0.3 -0.2 -0.235
H 1.93879 4.00182 3.71741 -0.5 0.1 -0.8 0.105
H -0.20277 3.04227 3.13907 0.8 -0.5 0.4 0.110
H 0.17824 1.50042 0.87357 0.3 -0.1 0.1 0.040
H -0.51294 1.03473 2.35797 0.3 -0.2 0.0 0.104
H 1.61475 0.02568 3.13682 -0.2 -0.2 -0.1 0.114
H 1.08203 -0.65947 1.56517 0.7 0.7 0.2 0.109
H 3.65419 0.03730 1.76609 -0.2 -1.1 -1.1 0.096
H 3.10432 1.12897 -0.60412 2.0 0.1 0.4 0.097
H 1.47513 3.02300 0.40829 0.1 0.7 -0.3 0.070
H 3.00438 3.41281 -0.42794 -0.1 0.0 0.4 0.121
H 3.94246 3.36243 2.16370 -0.2 -0.3 -0.2 0.112
H 3.01986 4.70829 1.62882 -0.4 -0.3 0.0 0.114
H -0.84266 -2.40311 2.17040 -0.1 0.0 0.1 -0.009
H -1.47090 -3.79480 1.30068 0.1 -0.1 0.1 -0.036
H -2.60703 -2.62136 2.01070 0.4 -0.2 -0.1 -0.018
Se -4.00643 -0.10143 3.92064 -0.2 0.1 0.3 0.524
C -3.42768 -0.19959 2.27499 1.3 -0.1 -2.7 -0.973
N -2.96429 -0.28799 1.17160 -0.8 0.3 2.3 -0.079
```
Positions in Å, forces in eV/Å.

The multiplicity is 5. Its gap between HOMO and LUMO (alpha / beta) is 7.25 / 7.36 eV.

Energy above the lowest of the compared OMol25 structures with the same formula, charge and spin (computed, eV): 0.000; 2.976
Max |F| (computed, eV/A): 3.62; 5.56
E_tot (computed, Ha): -8046.3800; -4811.3761